{
  "formula": "C5H13N2",
  "method": "ωB97M-V/def2-TZVPD",
  "e_above_lowest_ev": 7.418,
  "charge": 1,
  "e_lumo_ev": -7.69,
  "energy_ev": -8363.3928,
  "molar_mass_g_mol": 101.17,
  "spin_multiplicity": 1,
  "species": ["N", "C", "C", "C", "C", "C", "N", "H", "H", "H", "H", "H", "H", "H", "H", "H", "H", "H", "H", "H"],
  "coordinates": [[-1.3412, -0.1496, -0.6132], [-0.2248, -0.7575, -0.1403], [1.1790, -0.9814, -0.7508], [1.4523, -0.2141, -2.0239], [2.0198, 0.9947, -1.9454], [-0.6053, -1.9091, 0.7752], [-1.5429, -1.4324, 1.8101], [-1.0313, 0.7010, -1.1382], [-0.3533, 0.2364, 0.4656], [-2.1714, -0.7660, 1.3842], [-1.4412, 6.1598, 3.2793], [1.9326, -0.6779, -0.0239], [1.2426, -2.0659, -0.8827], [1.0472, -0.7117, -2.9009], [2.4762, 1.2798, -1.0102], [2.3277, 1.5265, -2.8334], [0.2794, -2.3186, 1.2699], [-1.0781, -2.7421, 0.2172], [-2.0727, 6.0466, 2.9306], [-2.0946, -2.2185, 2.1308]]
}

---

{
  "formula": "C6H10O",
  "method": "ωB97M-V/def2-TZVPD",
  "smiles": "C=CC=C.CC=O",
  "e_above_lowest_ev": 1.555,
  "e_lumo_ev": 0.69,
  "energy_ev": -8429.6852,
  "molar_mass_g_mol": 98.14,
  "spin_multiplicity": 1,
  "species": ["C", "C", "C", "C", "H", "H", "H", "H", "H", "H", "C", "C", "O", "H", "H", "H", "H"],
  "coordinates": [[0.3890, -1.5997, 0.5194], [1.2854, -1.2128, -0.3916], [2.0547, 0.0456, -0.4158], [2.0429, 1.0115, 0.5029], [-0.1363, -2.5454, 0.4186], [0.1460, -1.0016, 1.3956], [1.4697, -1.8782, -1.2340], [2.6670, 0.1924, -1.3037], [1.4570, 0.9474, 1.4177], [2.6112, 1.9252, 0.3576], [-2.5436, 0.2369, -0.2297], [-1.2647, 1.0232, -0.1283], [-0.7465, 1.5942, -1.0558], [-2.5126, -0.6603, 0.3966], [-2.7339, -0.0284, -1.2715], [-3.3647, 0.8684, 0.1321], [-0.8206, 1.0815, 0.8900]]
}

---

{
  "formula": "C21H48BN2O10",
  "method": "ωB97M-V/def2-TZVPD",
  "charge": 1,
  "e_lumo_ev": -3.34,
  "energy_ev": -46676.9853,
  "molar_mass_g_mol": 499.43,
  "spin_multiplicity": 1,
  "species": ["C", "C", "C", "O", "O", "C", "C", "N", "C", "C", "O", "B", "O", "N", "C", "C", "H", "H", "H", "H", "H", "H", "H", "H", "H", "H", "H", "H", "H", "H", "H", "H", "H", "H", "H", "H", "C", "O", "C", "C", "O", "C", "C", "O", "C", "H", "H", "H", "H", "H", "H", "H", "H", "H", "H", "H", "H", "H", "H", "C", "O", "C", "C", "O", "C", "C", "O", "C", "H", "H", "H", "H", "H", "H", "H", "H", "H", "H", "H", "H", "H", "H"],
  "coordinates": [[1.8393, 0.3971, 2.9562], [2.8371, -0.5894, 2.2903], [2.4361, -0.8606, 0.8403], [2.4544, -0.0316, 0.0480], [2.0705, -2.1762, 0.4908], [0.6621, -2.2139, 0.3222], [-0.0801, -2.4719, 1.6780], [-1.1592, -3.4804, 1.4371], [-1.6804, -4.1498, 2.6704], [-0.5922, -4.8726, 3.5000], [-0.2495, -5.9733, 3.3166], [-2.3228, -2.7024, 0.7757], [-2.3943, -2.7466, -0.5961], [-3.2641, -1.9353, 1.5475], [-4.6395, -2.4835, 1.4322], [-3.2298, -0.5093, 1.2120], [2.3597, 1.0202, 3.6886], [1.3773, 1.0801, 2.2364], [1.0757, -0.1814, 3.4894], [3.8633, -0.2186, 2.3286], [2.7833, -1.5454, 2.8250], [0.2771, -1.3099, -0.1691], [0.4707, -3.0292, -0.3889], [0.6887, -2.8086, 2.3793], [-0.5065, -1.5375, 2.0584], [-0.8915, -4.2189, 0.7784], [-2.3860, -4.9267, 2.3430], [-2.2365, -3.4792, 3.3304], [-0.1146, -4.2901, 4.3211], [-2.0625, -1.9134, -0.9701], [-5.2413, -2.0238, 2.2201], [-4.5772, -3.5669, 1.6041], [-5.0766, -2.3173, 0.4382], [-2.2129, -0.0905, 1.2637], [-3.8219, 0.0851, 1.9167], [-3.6138, -0.2869, 0.1998], [7.8607, 6.2691, 2.8675], [7.5765, 4.9291, 2.5186], [7.4723, 4.0654, 3.6388], [6.3716, 3.0414, 3.4417], [5.0492, 3.5607, 3.5407], [4.5868, 4.4091, 2.4953], [4.3496, 3.7097, 1.1712], [5.5739, 3.3843, 0.5314], [5.5306, 2.1462, -0.1403], [8.9018, 6.3719, 3.1913], [7.7045, 6.8852, 1.9833], [7.1884, 6.6240, 3.6560], [7.2789, 4.6309, 4.5563], [8.4305, 3.5411, 3.7436], [6.4543, 2.3148, 4.2548], [6.5072, 2.4834, 2.5142], [5.2323, 5.2794, 2.3767], [3.6196, 4.7843, 2.8417], [3.7967, 4.3820, 0.5035], [3.7470, 2.8092, 1.3432], [5.1257, 1.3610, 0.5097], [6.5500, 1.8714, -0.4092], [4.9286, 2.2224, -1.0522], [-4.2752, 2.1198, -4.7194], [-5.0187, 0.9606, -4.4009], [-6.1003, 0.7256, -5.2947], [-6.2731, -0.7541, -5.5784], [-5.2745, -1.3207, -6.4185], [-3.9660, -1.4747, -5.8909], [-3.8354, -2.5341, -4.8128], [-4.4128, -2.0944, -3.5879], [-5.0604, -3.1223, -2.8720], [-4.8386, 3.0235, -4.4635], [-3.3562, 2.1002, -4.1342], [-4.0048, 2.1378, -5.7800], [-5.9516, 1.2580, -6.2394], [-7.0118, 1.1044, -4.8166], [-7.2091, -0.8720, -6.1297], [-6.3846, -1.3272, -4.6572], [-3.5576, -0.5184, -5.5609], [-3.3548, -1.7982, -6.7374], [-2.7712, -2.7272, -4.6278], [-4.3069, -3.4603, -5.1568], [-5.7423, -3.6909, -3.5121], [-5.6506, -2.6567, -2.0815], [-4.3224, -3.7959, -2.4199]]
}

---

{
  "formula": "C32H43Ge2NOS4Ti",
  "method": "ωB97M-V/def2-TZVPD",
  "e_above_lowest_ev": 0.000,
  "charge": -2,
  "e_lumo_ev": 4.47,
  "energy_ev": -216911.2480,
  "molar_mass_g_mol": 779.06,
  "spin_multiplicity": 1,
  "species": ["Ti", "S", "S", "S", "S", "C", "C", "Ge", "C", "C", "C", "C", "Ge", "C", "C", "C", "C", "C", "C", "C", "C", "C", "C", "H", "H", "H", "H", "H", "H", "H", "H", "H", "H", "H", "H", "H", "H", "H", "H", "H", "H", "H", "H", "H", "H", "H", "H", "H", "H", "C", "C", "C", "O", "H", "H", "H", "H", "H", "H", "H", "N", "C", "C", "C", "C", "C", "C", "C", "C", "C", "C", "C", "C", "C", "H", "H", "H", "H", "H", "H", "H", "H", "H", "H"],
  "coordinates": [[-1.2475, -1.3545, 0.3749], [-0.3285, -3.4035, 1.5488], [-1.3981, -3.1558, 3.2828], [-3.3717, -3.5106, 2.7217], [-3.6244, -2.2863, 1.0870], [-2.2075, 2.1982, -3.1947], [-2.5369, 1.5433, -1.8532], [-0.9502, 1.0059, -0.7321], [-0.5919, 2.6292, 0.3867], [-0.2653, 3.9019, -0.3922], [0.5892, 1.0234, -1.9728], [1.5639, 0.1057, -1.8958], [1.2542, -1.3266, -0.4793], [2.5472, -1.0735, 1.0374], [4.0648, -1.2013, 0.9093], [1.5549, -3.1389, -1.3132], [2.8194, -3.5805, -2.0509], [2.7517, 0.1878, -2.7948], [2.7751, 0.9697, -3.9586], [3.8959, 1.0380, -4.7692], [5.0444, 0.3215, -4.4522], [5.0394, -0.4710, -3.3145], [3.9097, -0.5364, -2.5113], [-3.1059, 2.4377, -3.7765], [-1.5873, 1.5387, -3.8069], [-1.6449, 3.1256, -3.0604], [-3.1246, 0.6359, -2.0182], [-3.1567, 2.2110, -1.2440], [0.2340, 2.3666, 1.0541], [-1.4642, 2.7934, 1.0276], [0.6040, 3.7559, -1.0380], [-0.0458, 4.7506, 0.2667], [-1.1000, 4.1983, -1.0341], [0.6875, 1.8504, -2.6834], [2.1830, -1.8040, 1.7657], [2.2960, -0.0935, 1.4553], [4.3556, -2.1520, 0.4525], [4.5495, -1.1573, 1.8920], [4.4940, -0.4001, 0.3052], [0.6932, -3.2480, -1.9783], [1.3664, -3.8279, -0.4835], [2.9878, -2.9990, -2.9586], [2.7525, -4.6348, -2.3455], [3.7143, -3.4800, -1.4311], [1.8919, 1.5269, -4.2435], [3.8709, 1.6526, -5.6627], [5.9199, 0.3728, -5.0890], [5.9158, -1.0518, -3.0495], [3.9136, -1.1678, -1.6379], [-2.4615, -4.0513, -2.0543], [-2.5459, -2.5456, -2.2731], [-2.0471, -2.1370, -3.6570], [-1.8061, -1.8918, -1.3032], [-3.0732, -4.5915, -2.7835], [-2.8044, -4.2822, -1.0449], [-1.4225, -4.3772, -2.1491], [-3.6029, -2.2473, -2.1816], [-1.0092, -2.4555, -3.7838], [-2.0806, -1.0506, -3.7600], [-2.6561, -2.5896, -4.4456], [-1.1817, -0.1727, 1.8966], [-1.2904, 0.6258, 2.8565], [-0.0772, 0.9674, 3.6727], [0.8560, -0.0319, 3.9389], [2.0297, 0.2613, 4.6144], [2.2991, 1.5622, 5.0226], [1.3819, 2.5680, 4.7483], [0.1999, 2.2705, 4.0839], [-2.6104, 1.2439, 3.2172], [-3.6200, 1.2876, 2.2578], [-4.8652, 1.8102, 2.5631], [-5.1325, 2.2878, 3.8405], [-4.1422, 2.2297, 4.8111], [-2.8918, 1.7124, 4.5005], [0.6446, -1.0330, 3.5808], [2.7478, -0.5270, 4.8074], [3.2242, 1.7933, 5.5379], [1.5929, 3.5901, 5.0424], [-0.5063, 3.0603, 3.8555], [-3.4141, 0.8764, 1.2770], [-5.6375, 1.8279, 1.8037], [-6.1106, 2.6879, 4.0816], [-4.3460, 2.5792, 5.8170], [-2.1291, 1.6563, 5.2667]]
}